1.
{
  "formula": "C45H81F18N3O13",
  "method": "ωB97M-V/def2-TZVPD",
  "e_homo_ha": [-0.0160, -0.2288],
  "molar_mass_da": 1214.12,
  "spin_multiplicity": 2,
  "gap_ev": [2.30, 8.09],
  "charge": -1,
  "elements": ["C", "C", "N", "C", "C", "C", "C", "H", "H", "H", "H", "H", "H", "H", "H", "H", "H", "H", "H", "H", "H", "H", "C", "C", "N", "C", "C", "C", "C", "H", "H", "H", "H", "H", "H", "H", "H", "H", "H", "H", "H", "H", "H", "H", "C", "C", "N", "C", "C", "C", "C", "H", "H", "H", "H", "H", "H", "H", "H", "H", "H", "H", "H", "H", "H", "H", "C", "C", "O", "C", "O", "C", "F", "F", "F", "H", "H", "H", "H", "H", "C", "C", "O", "C", "O", "C", "F", "F", "F", "H", "H", "H", "H", "H", "C", "C", "O", "C", "O", "C", "F", "F", "F", "H", "H", "H", "H", "H", "C", "C", "O", "C", "O", "C", "F", "F", "F", "H", "H", "H", "H", "H", "C", "C", "O", "C", "O", "C", "F", "F", "F", "H", "H", "H", "H", "H", "C", "C", "O", "C", "O", "C", "F", "F", "F", "H", "H", "H", "H", "H", "C", "C", "O", "C", "H", "H", "H", "H", "H", "H"],
  "xyz": [[-0.040, 2.325, 5.291], [0.699, 3.563, 4.885], [1.646, 3.869, 5.985], [2.654, 4.783, 5.501], [3.835, 4.132, 4.806], [0.978, 4.346, 7.203], [1.884, 4.181, 8.381], [0.721, 1.583, 5.532], [-0.607, 1.935, 4.447], [-0.748, 2.402, 6.117], [1.151, 3.294, 3.930], [0.039, 4.411, 4.704], [2.191, 5.528, 4.853], [2.991, 5.412, 6.325], [4.528, 3.630, 5.482], [3.392, 3.471, 4.061], [4.427, 4.896, 4.303], [0.071, 3.761, 7.357], [0.606, 5.364, 7.091], [2.251, 3.155, 8.400], [1.614, 4.443, 9.404], [2.741, 4.855, 8.360], [-5.293, -0.887, -4.765], [-4.457, -2.048, -4.155], [-3.225, -2.370, -4.903], [-3.621, -3.265, -5.997], [-2.630, -3.205, -7.142], [-2.195, -3.089, -4.142], [-1.765, -2.426, -2.844], [-6.085, -0.470, -4.143], [-5.601, -1.101, -5.788], [-4.657, -0.007, -4.674], [-4.188, -1.803, -3.128], [-5.010, -2.982, -4.050], [-3.629, -4.259, -5.551], [-4.605, -3.027, -6.402], [-2.773, -2.345, -7.796], [-1.557, -3.290, -6.969], [-2.912, -4.035, -7.789], [-1.309, -3.362, -4.716], [-2.636, -4.032, -3.817], [-0.833, -2.883, -2.511], [-2.322, -2.720, -1.954], [-1.667, -1.342, -2.897], [-3.022, -6.326, -2.021], [-4.276, -5.516, -1.746], [-4.028, -4.354, -0.866], [-5.236, -3.498, -0.893], [-6.504, -4.013, -0.132], [-3.454, -4.716, 0.430], [-2.923, -3.369, 1.126], [-2.208, -5.728, -2.431], [-2.976, -7.153, -2.730], [-2.572, -6.813, -1.157], [-4.560, -5.196, -2.748], [-5.139, -6.016, -1.308], [-5.026, -2.472, -0.592], [-5.515, -3.320, -1.932], [-7.314, -3.304, -0.303], [-6.860, -4.963, -0.532], [-6.332, -4.094, 0.941], [-2.544, -5.314, 0.383], [-4.114, -5.168, 1.171], [-3.736, -2.648, 1.217], [-2.285, -2.775, 0.472], [-2.440, -3.531, 2.089], [1.354, 4.422, -1.356], [0.341, 4.503, -0.185], [-0.997, 4.617, -0.592], [-1.398, 5.813, -1.296], [-0.685, 6.837, -1.399], [-2.747, 5.700, -2.029], [-3.601, 6.498, -1.357], [-2.558, 6.145, -3.261], [-3.181, 4.466, -2.031], [2.348, 4.296, -0.927], [1.493, 5.358, -1.898], [0.981, 3.649, -2.027], [0.566, 5.272, 0.554], [0.445, 3.622, 0.447], [-4.250, 1.774, 3.723], [-5.299, 2.448, 2.849], [-5.286, 1.816, 1.619], [-4.356, 2.016, 0.593], [-3.406, 2.845, 0.661], [-4.587, 1.068, -0.639], [-4.249, 1.802, -1.710], [-3.851, 0.039, -0.594], [-5.845, 0.660, -0.749], [-4.188, 2.153, 4.743], [-3.239, 1.745, 3.316], [-4.639, 0.756, 3.765], [-5.083, 3.515, 2.797], [-6.258, 2.267, 3.334], [2.290, -3.334, -0.301], [3.495, -3.027, 0.572], [3.786, -3.945, 1.586], [3.213, -4.145, 2.762], [2.248, -3.498, 3.164], [3.832, -5.242, 3.619], [4.832, -5.767, 2.885], [4.178, -4.907, 4.867], [2.849, -6.142, 3.822], [2.544, -4.283, -0.773], [1.993, -2.589, -1.040], [1.348, -3.515, 0.217], [3.385, -2.021, 0.977], [4.250, -2.853, -0.195], [-0.374, 1.698, -3.849], [-1.331, 1.510, -5.007], [-1.062, 2.725, -5.756], [-1.503, 2.904, -6.982], [-2.441, 2.270, -7.458], [-0.844, 4.071, -7.773], [-0.241, 4.968, -6.994], [0.151, 3.470, -8.406], [-1.638, 4.625, -8.718], [0.699, 1.738, -4.037], [-0.596, 0.942, -3.095], [-0.707, 2.581, -3.304], [-2.377, 1.640, -4.731], [-1.091, 0.613, -5.578], [7.885, -1.372, -2.418], [6.590, -1.368, -1.606], [6.429, 0.051, -1.258], [5.183, 0.485, -0.963], [4.201, -0.336, -0.933], [5.100, 1.970, -0.733], [4.528, 2.275, 0.360], [6.318, 2.622, -0.767], [4.347, 2.465, -1.667], [7.761, -0.739, -3.296], [8.231, -2.351, -2.750], [8.667, -0.979, -1.768], [6.436, -1.971, -0.711], [5.743, -1.671, -2.220], [7.478, -1.010, 3.724], [6.272, -0.949, 2.896], [5.072, -1.048, 3.542], [4.427, 0.051, 4.148], [4.959, 1.212, 4.168], [3.168, -0.246, 4.936], [2.131, 0.165, 4.312], [3.082, -1.605, 5.098], [3.261, 0.466, 6.117], [8.394, -0.629, 3.273], [7.565, -2.065, 3.983], [7.368, -0.428, 4.639], [6.339, -1.875, 2.324], [6.246, -0.206, 2.099], [1.576, 0.729, 1.259], [0.865, 0.552, -0.015], [0.987, 1.387, -0.865], [-0.205, -0.498, -0.169], [1.827, -0.228, 1.717], [0.970, 1.344, 1.924], [2.468, 1.209, 0.855], [-1.133, -0.149, 0.285], [0.150, -1.470, 0.171], [-0.390, -0.477, -1.243]]
}


2.
{
  "formula": "C4H6O2S2",
  "method": "ωB97M-V/def2-TZVPD",
  "e_above_lowest_ev": 2.982,
  "smiles": "CO[C@H]1SCSC1=O",
  "e_homo_ha": -0.3439,
  "molar_mass_da": 150.22,
  "gap_ev": 9.67,
  "elements": ["C", "O", "C", "S", "C", "S", "C", "O", "H", "H", "H", "H", "H", "H"],
  "xyz": [[-2.262, -0.026, -0.539], [-1.633, -0.168, 0.621], [-0.232, 0.015, 0.725], [0.523, -1.469, -0.108], [2.260, -0.967, 0.071], [2.186, 0.859, -0.135], [0.536, 1.274, 0.177], [-0.045, 2.332, -0.033], [-3.244, 0.055, -0.467], [-1.882, -0.644, -1.478], [-1.883, 1.061, -0.864], [0.097, 0.031, 1.766], [2.741, -1.279, -0.761], [2.837, -1.076, 1.024]]
}


3.
{
  "formula": "C4H7BClOTm",
  "method": "ωB97M-V/def2-TZVPD",
  "e_above_lowest_ev": 3.021,
  "e_homo_ha": [-0.5373, -0.5526],
  "molar_mass_da": 286.30,
  "spin_multiplicity": 3,
  "gap_ev": [3.95, 4.35],
  "charge": 2,
  "elements": ["C", "C", "C", "Cl", "B", "C", "O", "H", "H", "H", "H", "H", "H", "H", "Tm"],
  "xyz": [[-1.984, 1.320, -0.501], [-0.620, 1.189, -1.154], [-0.116, -0.393, -1.359], [1.214, -0.484, -2.650], [0.482, -0.782, 0.158], [1.836, 0.021, 0.633], [-0.275, -1.777, 0.952], [-2.131, 2.051, 0.412], [-2.816, 0.615, -0.945], [0.049, 2.106, -1.449], [2.158, -0.420, 1.676], [1.619, 1.180, 0.770], [2.735, -0.051, -0.142], [-1.192, -1.356, 1.060], [-0.959, -3.221, 2.539]]
}